DFT (wB97M-V/def2-TZVPD) results for an isolated molecule of C15H17NO4.

## Properties
Calculated total energy, a.u.: -937.4504
SMILES: C[C@@H]1C[C@@]2(C[C@@H](CNc3ccccc3)OC2=O)C(=O)O1
LUMO, eV: 0.4

Last column: natural (NBO) charge in e.
CARTESIAN COORDINATES (ANGSTROEM)
1 O -0.1319 0.1714 1.6624  -0.586
2 O 1.1693 -2.7244 0.1632  -0.578
3 O -1.1483 -1.4298 2.8434  -0.442
4 O 0.5111 -1.0934 -1.2422  -0.430
5 C -0.7002 -0.8744 1.7636  0.822
6 C 0.3373 -1.8737 -0.2172  0.802
7 C 3.7895 3.7237 -1.4842  -0.266
8 C 3.3396 3.5657 -0.2697  -0.187
9 C 3.1027 3.2046 -2.5979  -0.167
10 C 2.1060 2.7753 -0.0077  -0.253
11 C 1.7774 2.7276 -2.3721  -0.261
12 C 1.3398 2.5034 -1.0815  0.154
13 N 0.0480 1.9076 -0.8734  -0.634
14 C -1.8013 -3.6275 3.4443  -0.633
15 C -0.7180 1.0138 -1.7963  -0.223
16 C -1.8077 -2.8132 1.0543  -0.420
17 C -1.7695 -0.8673 -0.5476  -0.411
18 C -1.9775 -2.4955 2.4741  0.082
19 C -0.7572 -0.5247 -1.5661  0.060
20 C -1.0023 -1.6687 0.4768  -0.281
21 H 4.8208 4.1813 -1.7081  0.212
22 H 3.6122 4.1493 0.6247  0.215
23 H 3.4662 3.3397 -3.5569  0.205
24 H 1.7324 2.6847 1.0251  0.221
25 H 1.1490 2.6897 -3.2587  0.211
26 H -0.1513 1.8736 0.1153  0.398
27 H -1.4021 -3.3069 4.4324  0.241
28 H -1.1740 -4.4439 3.0080  0.219
29 H -2.7957 -4.0973 3.6906  0.221
30 H -0.2886 1.1367 -2.8072  0.210
31 H -1.7352 1.4916 -1.8501  0.208
32 H -1.1861 -3.7332 0.9395  0.240
33 H -2.7186 -3.0376 0.5052  0.230
34 H -2.3116 0.0344 -0.0479  0.233
35 H -2.5883 -1.4587 -1.0439  0.225
36 H -3.0732 -2.1040 2.5876  0.172
37 H -1.0625 -0.9998 -2.4819  0.190

***

DFT (wB97M-V/def2-TZVPD) results for a cluster of 2 separate species, C15H18 in total.

## Properties
Calculated total energy, a.u.: -582.2411
Spin multiplicity: 2
Charge: -1
LUMO (alpha / beta), eV: 3.2 / 3.1

Last column: natural (NBO) charge in e.
CARTESIAN COORDINATES (ANGSTROEM)
1 C 0.9794 0.8693 2.5755  -0.443
2 C 1.3676 1.8767 3.6330  -0.610
3 C 2.0382 0.6797 1.4685  -0.001
4 C 2.3540 -0.5876 0.9643  -0.210
5 C 2.5577 1.7885 0.7490  -0.242
6 C 2.8133 -0.6750 -0.3291  -0.205
7 C 3.2195 1.7009 -0.4442  -0.217
8 C 3.3602 0.4474 -0.9833  -0.234
9 H 0.7315 -0.0598 3.1747  0.211
10 H 0.0756 1.2570 2.1570  0.226
11 H 2.4108 1.7221 4.0274  0.193
12 H 2.0903 -1.5019 1.5006  0.209
13 H 2.2891 2.7511 1.2217  0.197
14 H 2.7624 -1.6657 -0.7758  0.213
15 H 3.5104 2.5732 -0.8965  0.201
16 H 3.7249 0.2607 -1.9332  0.199
17 H 0.7139 1.9730 4.4461  0.204
18 H 1.5520 2.9223 3.3035  0.192
19 C -4.5486 0.5167 -1.6764  -0.609
20 C -1.1391 -0.7051 -0.5058  -0.325
21 C -1.1972 -2.0315 -0.8732  -0.206
22 C -2.1927 0.1817 -0.7908  -0.421
23 C -3.3744 -0.4093 -1.3499  -0.028
24 C -2.2606 -2.6676 -1.5350  -0.420
25 C -3.3227 -1.6985 -1.8247  -0.305
26 H -0.3264 -0.4325 0.0064  0.181
27 H -0.3927 -2.7945 -0.4781  0.157
28 H -1.9688 1.2100 -0.6722  0.181
29 H -2.3532 -3.6926 -1.6992  0.181
30 H -4.3564 1.4831 -1.5427  0.194
31 H -5.4384 0.0933 -0.9945  0.183
32 H -4.0820 -2.0200 -2.6676  0.156
33 H -4.8703 0.2028 -2.6452  0.199

***

DFT (wB97M-V/def2-TZVPD) results for a structure of composition C15H18AuClN.

## Properties
Calculated total energy, a.u.: -1231.8170
Spin multiplicity: 3
Charge: +3
LUMO (alpha / beta), eV: -10.9 / -14.9

Last column: natural (NBO) charge in e.
CARTESIAN COORDINATES (ANGSTROEM)
1 Au -0.2270 -0.7393 0.0929  0.715
2 C 3.8205 1.1340 -2.9123  -0.623
3 C 2.9529 -0.0862 -3.1075  -0.293
4 C 3.1632 -0.7689 -4.4696  -0.578
5 C 1.5090 0.0747 -2.7501  0.207
6 C 0.7445 -1.0147 -2.2577  -0.093
7 C -0.6466 -0.9083 -2.0387  -0.465
8 C -1.3209 0.3147 -2.3978  0.245
9 C -2.7792 0.3600 -2.4989  -0.707
10 C -0.5189 1.4133 -2.7645  -0.113
11 C 0.8421 1.2979 -2.9460  -0.150
12 H 4.8782 0.8556 -2.9146  0.270
13 H 3.5943 1.6558 -1.9868  0.217
14 H 3.7524 1.8524 -3.7352  0.239
15 H 3.3576 -0.8578 -2.4169  0.256
16 H 2.8445 -0.1085 -5.2816  0.235
17 H 2.6095 -1.6979 -4.5777  0.226
18 H 4.2214 -0.9667 -4.6413  0.269
19 H 1.2021 -1.9930 -2.1849  0.276
20 H -1.2354 -1.8231 -2.0282  0.303
21 H -3.2784 0.2237 -1.5332  0.291
22 H -3.1515 -0.4974 -3.0781  0.301
23 H -3.1436 1.2844 -2.9415  0.277
24 H -0.9997 2.3637 -2.9601  0.262
25 H 1.3835 2.1561 -3.3139  0.277
26 Cl -0.0230 -2.6974 5.4586  0.468
27 C -0.0765 -1.3373 4.4414  -0.011
28 C 0.0365 -0.0341 4.9532  -0.087
29 C -0.0011 1.0283 4.0698  -0.188
30 C -0.1593 0.7847 2.7111  0.213
31 N -0.2213 -0.4617 2.2145  -0.538
32 C -0.1952 -1.4977 3.0439  0.177
33 H 0.1243 0.1355 6.0204  0.301
34 H 0.0759 2.0458 4.4291  0.301
35 H -0.2567 1.6124 2.0231  0.255
36 H -0.2475 -2.4957 2.6292  0.264

***

DFT (wB97M-V/def2-TZVPD) results for a structure of composition C15H18BIrN3O2SSbSe4.

## Properties
Calculated total energy, a.u.: -11270.7308
Spin multiplicity: 2
Charge: -1
LUMO (alpha / beta), eV: 1.8 / 1.7

Last column: natural (NBO) charge in e.
CARTESIAN COORDINATES (ANGSTROEM)
1 Ir 2.3673 1.4507 -0.2472  0.319
2 Se 4.3024 -3.7681 -0.5354  -0.654
3 Sb 4.5328 -1.4563 -0.9072  1.010
4 Se 2.8629 0.3170 -2.1383  -0.246
5 Se 3.3474 -0.1392 1.2931  -0.183
6 Se 6.7189 -0.5851 -0.7837  -0.711
7 S 1.0464 3.1774 -0.4734  -0.194
8 C -0.5938 2.5421 -0.4932  0.098
9 N -1.6940 2.1966 -0.4979  -0.408
10 C 4.0086 4.2702 -1.7964  -0.666
11 C 4.0222 4.1286 -0.3146  0.407
12 N 3.9249 2.9896 0.3456  -0.511
13 C 4.0707 3.3079 1.6931  -0.066
14 C 4.2553 4.6393 1.8324  -0.115
15 N 4.2213 5.1465 0.5433  -0.511
16 H 3.2518 3.6147 -2.2195  0.267
17 H 4.9725 3.9673 -2.2068  0.246
18 H 3.8037 5.2987 -2.0940  0.213
19 H 4.0673 2.5412 2.4485  0.233
20 H 4.3850 5.2659 2.6965  0.221
21 H 4.3110 6.1112 0.2767  0.417
22 C -4.8902 -1.1668 -0.4599  -0.597
23 C -4.2170 -2.3452 0.2575  -0.076
24 C -4.8088 -3.6524 -0.2657  -0.603
25 C -4.5254 -2.2616 1.7570  -0.596
26 C -2.7032 -2.2661 0.0307  -0.016
27 C -2.0094 -3.1965 -0.7381  -0.233
28 C -0.6133 -3.1365 -0.9137  -0.244
29 C 0.0446 -2.1096 -0.2931  0.230
30 O 1.3830 -1.8614 -0.2525  -0.680
31 B 1.5530 -0.7119 0.5475  0.786
32 O 0.2503 -0.3043 1.0112  -0.689
33 C -0.6327 -1.1792 0.4648  0.305
34 C -1.9867 -1.2188 0.6419  -0.271
35 H -5.9655 -1.1537 -0.2500  0.193
36 H -4.7535 -1.2467 -1.5408  0.210
37 H -4.4654 -0.2131 -0.1406  0.223
38 H -5.8760 -3.6860 -0.0287  0.202
39 H -4.3321 -4.5231 0.1924  0.211
40 H -4.7087 -3.7393 -1.3508  0.207
41 H -5.5975 -2.4014 1.9231  0.196
42 H -4.2452 -1.2943 2.1789  0.209
43 H -3.9859 -3.0349 2.3092  0.211
44 H -2.5463 -3.9989 -1.2255  0.205
45 H -0.0772 -3.8747 -1.4954  0.228
46 H -2.4756 -0.4398 1.2190  0.224